The following is a DFT calculation (ωB97M-V/def2-TZVPD) of a molecular structure, C13H13F3N3O4SeSm in a non-equilibrium geometry.

ΔE to the lowest compared entry with this formula, charge and spin, kJ/mol: 0.0
2S+1: 6
HOMO energy (alpha / beta), Ha: -0.0392 / -0.0378
Total charge: -2

Each line ends with the Mulliken spin population.
CARTESIAN COORDINATES (ANGSTROEM)
Sm1 0.2681 0.2148 -0.4876  5.05
Se1 -1.5027 -0.6706 -2.3478  0.00
F1 -0.0064 3.3126 1.8267  0.00
F2 -1.0662 2.0808 0.3707  0.00
F3 0.2632 1.1416 1.8325  0.00
O1 -0.4864 0.5800 -2.7732  0.00
O2 -0.4257 -1.8014 -1.7706  -0.01
O3 -2.2461 -0.1038 -0.9893  0.00
O4 -2.4826 -1.1944 -3.5278  0.00
N1 -2.4898 -1.9796 2.5779  0.00
N2 -0.8697 -1.3770 1.2284  -0.01
N3 2.9287 2.5478 -1.3915  0.00
C1 -1.7301 -0.9598 2.1234  0.00
C2 -3.5508 -1.8716 3.5586  0.00
C3 2.2759 -1.4343 0.1355  0.00
C4 2.1492 -2.5224 2.3989  -0.01
C5 -0.7857 2.2085 1.8229  0.00
C6 -1.0929 -2.7228 1.0659  0.00
C7 -2.1035 -3.1179 1.8846  0.00
C8 2.3810 -2.5159 3.7692  0.00
C9 3.0546 -1.4625 4.3828  -0.01
C10 2.5693 -1.4701 1.5578  -0.01
C11 2.0543 1.8387 -1.1140  0.00
C12 3.2509 -0.4124 2.2052  -0.01
C13 3.4852 -0.4111 3.5712  0.00
H1 1.6169 -3.3576 1.9523  0.00
H2 3.0360 -0.9129 -0.4482  0.00
H3 2.0205 -2.3964 -0.3066  0.00
H4 -0.5356 -3.2919 0.3395  0.00
H5 -3.2437 -1.2122 4.3666  0.00
H6 3.2289 -1.4538 5.4519  0.00
H7 4.0012 0.4343 4.0156  0.00
H8 2.0249 -3.3489 4.3684  0.00
H9 -1.8256 0.0627 2.4722  0.00
H10 -4.4674 -1.4826 3.1162  0.00
H11 -3.7524 -2.8557 3.9749  0.00
H12 3.5733 0.4320 1.6020  0.00
H13 -2.5798 -4.0723 2.0436  0.00